(1)
Here is the ion C8H13N2 with charge +1 in a non-equilibrium geometry from the OMol25 dataset. Energies are from ωB97M-V/def2-TZVPD.

Last column: natural (NBO) charge in e.
Positions of all 23 atoms, in Å:
C1 0.2577 1.2800 0.0913  0.129
C2 0.1775 -0.2496 0.1659  0.323
C3 1.6980 1.5677 -0.1099  -0.514
C4 -1.1728 1.4802 0.0283  -0.478
C5 2.4028 0.2475 -0.3068  -0.210
C6 1.5579 -2.0533 -0.3853  -0.108
C7 -1.4787 -0.0172 0.1345  0.185
C8 -2.1049 -0.4973 1.3853  -0.646
N1 1.3139 -0.8139 -0.1097  -0.364
N2 -2.2119 -0.5003 -0.9836  -0.754
H1 1.8102 2.1052 -1.0929  0.266
H2 1.9474 2.2559 0.7157  0.282
H3 -1.4389 2.2874 0.7619  0.274
H4 -1.5321 1.8518 -0.9372  0.251
H5 2.8733 0.0699 -1.3238  0.243
H6 3.1685 0.0616 0.5028  0.244
H7 2.4849 -2.4626 -0.8335  0.225
H8 0.8119 -2.7967 -0.1405  0.201
H9 -1.8827 -1.5256 1.5164  0.223
H10 -3.1529 -0.5175 1.3855  0.257
H11 -1.7017 -0.1086 2.3601  0.238
H12 -1.7708 -0.1874 -1.8605  0.365
H13 -2.0567 -1.4772 -0.9639  0.367

Forces on atoms 1 to 6 (eV/Å):
1.9 -4.6 0.3
-1.4 3.7 -0.4
-0.9 2.5 -1.7
-0.3 2.3 -0.3
1.1 -1.3 1.1
1.1 -5.8 -1.0

Results
HOMO-LUMO gap (alpha / beta) in Ha: 0.290 / 0.284
HOMO (alpha / beta) in eV: -11.05 / -13.99
M in g mol⁻¹: 137.2
Net charge: +1
Expectation value of S²: 2.01
Energy relative to the best compared isomer or geometry (same formula, charge and spin) in kJ/mol: 369.3
2S+1: 3

(2)
Here is a cluster of 2 separate species, C8H13N2O in total in a non-equilibrium geometry from the OMol25 dataset. Energies are from ωB97M-V/def2-TZVPD.

Last column: natural (NBO) charge in e.
Positions of all 24 atoms, in Å:
C1 -0.0698 2.3436 1.2699  -0.352
C2 0.2536 1.7914 0.1075  -0.213
C3 0.0371 0.3401 -0.1764  -0.313
C4 0.0356 -0.0255 -1.4978  0.276
C5 -0.0446 -0.4692 0.9464  0.677
C6 0.2469 -1.4377 -1.9011  -0.685
C7 -0.1489 0.9957 -2.6033  -0.673
C8 0.0565 -1.4488 3.3039  -0.430
N1 2.9810 -0.5074 0.5263  -0.046
N2 -0.0902 -0.9767 2.0026  -0.237
O1 3.8615 -1.3455 0.1838  -0.417
H1 0.0440 3.4288 1.3585  0.223
H2 -0.5876 1.9520 2.2456  0.207
H3 0.7476 2.4366 -0.5993  0.244
H4 0.6014 -2.2008 -1.0516  0.227
H5 0.9712 -1.4371 -2.6948  0.259
H6 -0.6857 -1.9147 -2.4053  0.266
H7 -0.4539 1.9013 -2.2872  0.233
H8 -0.8773 0.6581 -3.3600  0.262
H9 0.8013 1.1246 -3.2689  0.262
H10 0.4068 -0.6203 3.8705  0.257
H11 -0.9332 -1.8123 3.6085  0.255
H12 0.7683 -2.2254 3.3136  0.246
H13 3.7264 -2.1653 0.8617  0.473

Forces on atoms 1 to 6 (eV/Å):
-1.2 1.1 2.0
-0.8 -0.6 1.9
0.4 1.9 -2.1
-0.2 -0.7 0.4
0.4 -1.8 3.1
-1.3 -2.6 0.7

Results
HOMO-LUMO gap (alpha / beta) in Ha: 0.298 / 0.298
HOMO (alpha / beta) in eV: -12.30 / -12.30
M in g mol⁻¹: 153.2
Net charge: +1
Energy relative to the best compared isomer or geometry (same formula, charge and spin) in kJ/mol: 712.3
2S+1: 1

(3)
Here is a cluster of 2 separate species, C8H13N2OS in total in a non-equilibrium geometry from the OMol25 dataset. Energies are from ωB97M-V/def2-TZVPD.

Last column: natural (NBO) charge in e.
Positions of all 25 atoms, in Å:
C1 -1.9854 0.4033 -1.8555  0.037
C2 -2.4854 1.2388 -0.9863  -0.184
C3 1.8210 0.0133 -0.2314  -0.378
C4 1.1843 -0.1517 0.8694  -0.045
C5 3.3092 -0.2379 -0.1965  0.553
C6 -1.4237 -0.5059 0.1091  0.144
C7 4.2935 0.3277 0.7945  -0.710
C8 -1.4150 1.6909 1.1616  -0.369
N1 -1.3177 -0.6314 -1.2888  -0.640
N2 -2.2516 0.7511 0.3913  -0.412
O1 3.6995 -1.0542 -0.9598  -0.486
S1 -2.0778 -1.8295 1.1541  0.045
H1 -1.7690 0.4923 -2.8713  0.251
H2 -3.2512 1.9818 -1.2738  0.269
H3 1.2660 0.0481 -1.0856  0.241
H4 1.0342 -0.3696 1.8999  0.219
H5 5.1296 -0.3791 1.0736  0.267
H6 3.6817 0.5143 1.7802  0.214
H7 4.5594 1.3546 0.6163  0.256
H8 -0.5843 1.9192 0.6131  0.240
H9 -2.2419 2.4679 1.2622  0.220
H10 -1.2284 1.2135 2.1186  0.233
H11 -1.2494 -1.5622 -1.7578  0.449
H12 -3.1301 0.5142 0.8314  0.441
H13 -1.2298 -2.7229 0.9643  0.144

Forces on atoms 1 to 6 (eV/Å):
1.4 -0.6 -0.3
-2.3 1.6 -0.2
1.6 0.2 2.9
-2.5 -0.1 0.3
1.2 0.4 0.2
0.5 -1.4 0.9

Results
HOMO-LUMO gap (alpha / beta) in Ha: 0.261 / 0.310
HOMO (alpha / beta) in eV: -11.49 / -11.89
M in g mol⁻¹: 185.3
Net charge: +1
Energy relative to the best compared isomer or geometry (same formula, charge and spin) in kJ/mol: 651.9
2S+1: 1

(4)
Here is the ion C8H13N2OS with charge +1 in a non-equilibrium geometry from the OMol25 dataset. Energies are from ωB97M-V/def2-TZVPD.

Last column: natural (NBO) charge in e.
Positions of all 25 atoms, in Å:
C1 1.8996 0.0068 -1.4852  0.139
C2 -0.7788 0.4826 1.0302  0.338
C3 -1.6144 -0.9955 -0.3411  0.396
C4 2.0284 1.1206 -0.5452  -0.503
C5 1.5262 0.8679 0.8935  -0.200
C6 -1.3594 -2.0782 -1.3138  -0.711
C7 -0.0648 2.6097 1.8502  -0.141
C8 -2.9173 -0.5232 0.0350  -0.570
N1 0.9710 -0.1247 -2.3317  -0.588
N2 0.2237 1.4562 1.2006  -0.333
O1 -0.5364 -0.3979 0.1176  -0.381
S1 -2.4941 0.7072 1.3383  0.340
H1 2.5834 -0.8457 -1.2997  0.184
H2 3.0769 1.5073 -0.4202  0.256
H3 1.4941 2.0516 -0.8973  0.229
H4 1.4396 -0.1204 1.0652  0.215
H5 2.1697 1.2806 1.5859  0.227
H6 -1.3495 -3.1191 -0.9115  0.262
H7 -2.0294 -1.9358 -2.1692  0.251
H8 -0.2073 -1.8644 -1.6096  0.284
H9 0.7808 3.0573 2.3901  0.213
H10 0.3766 0.7026 -2.3988  0.331
H11 -0.9883 3.2006 1.5954  0.232
H12 -3.6531 -1.1645 0.4339  0.272
H13 -3.3091 0.1022 -0.8147  0.256

Forces on atoms 1 to 6 (eV/Å):
-0.4 -1.1 0.1
0.1 3.7 0.4
0.4 -3.2 -1.6
0.7 3.5 0.9
0.0 2.5 -1.5
3.2 0.4 -0.2

Results
HOMO-LUMO gap (alpha / beta) in Ha: 0.242 / 0.281
HOMO (alpha / beta) in eV: -11.39 / -11.93
M in g mol⁻¹: 185.3
Net charge: +1
Energy relative to the best compared isomer or geometry (same formula, charge and spin) in kJ/mol: 464.8
2S+1: 1

(5)
Here is a cluster of 2 separate species, C8H13N2OS in total in a non-equilibrium geometry from the OMol25 dataset. Energies are from ωB97M-V/def2-TZVPD.

Last column: natural (NBO) charge in e.
Positions of all 25 atoms, in Å:
C1 -0.6636 -1.2360 1.3742  -0.276
C2 1.1925 1.7740 -0.0478  -0.137
C3 0.1084 2.2955 0.0186  -0.159
C4 2.2091 0.8193 -0.2035  0.528
C5 -1.0181 -1.6916 -0.0145  -0.282
C6 -1.8535 0.3499 0.4578  0.268
C7 3.6047 1.2739 0.2470  -0.686
C8 -1.1314 -0.1013 -1.8486  -0.456
N1 -1.2501 0.0860 1.4711  -0.336
N2 -1.7860 -0.6618 -0.6537  -0.405
O1 1.8463 -0.2949 -0.5104  -0.547
S1 -3.0586 1.6048 0.1342  0.032
H1 -1.1205 -1.7598 2.2804  0.257
H2 0.4140 -0.9785 1.5243  0.256
H3 -0.7709 2.9705 0.1197  0.271
H4 -0.0643 -1.9955 -0.5564  0.282
H5 -1.7063 -2.5289 -0.1031  0.242
H6 4.2993 0.5321 0.2282  0.241
H7 3.4784 1.7847 1.2151  0.250
H8 3.9147 2.0394 -0.5220  0.251
H9 -0.1149 0.2219 -1.4040  0.276
H10 -0.9769 -0.8642 -2.5646  0.238
H11 -1.7001 0.8176 -2.3414  0.251
H12 -2.7417 -0.8671 -0.8907  0.445
H13 -3.5672 1.8758 1.3414  0.197

Forces on atoms 1 to 6 (eV/Å):
0.5 1.1 2.3
-2.1 1.4 -0.2
-0.3 1.9 0.2
2.0 -0.5 1.4
1.4 -3.9 -0.9
-2.9 1.6 -1.3

Results
HOMO-LUMO gap in Ha: 0.388
HOMO in eV: -13.66
M in g mol⁻¹: 185.3
Net charge: +1
Energy relative to the best compared isomer or geometry (same formula, charge and spin) in kJ/mol: 382.1
2S+1: 1

(6)
Here is a structure of composition C8H13N3O in a non-equilibrium geometry from the OMol25 dataset. Energies are from ωB97M-V/def2-TZVPD.

Last column: natural (NBO) charge in e.
Positions of all 25 atoms, in Å:
C1 5.0503 0.0839 0.4496  0.132
C2 3.2562 1.0554 0.0001  0.157
C3 0.8355 -0.6387 0.8104  -0.450
C4 1.9397 -1.0353 -0.4034  -0.053
C5 -3.0788 0.7742 0.0649  -0.608
C6 0.8054 -0.3196 -1.4259  -0.062
C7 -1.8915 -0.2205 0.1849  -0.460
C8 -0.5986 0.5458 0.3770  0.159
N1 4.5191 1.3278 0.3623  -0.477
N2 4.2801 -0.9052 0.1561  -0.280
N3 3.0934 -0.2618 -0.0634  -0.196
O1 0.0085 0.8218 -0.9551  -0.563
H1 6.0176 -0.2266 0.6831  0.193
H2 2.6880 1.9111 -0.1554  0.230
H3 1.1835 0.1409 1.5109  0.220
H4 0.3595 -1.5549 1.2864  0.210
H5 -3.5934 0.4022 -0.9174  0.209
H6 -2.8306 1.8186 -0.0723  0.211
H7 -3.7864 0.6983 0.8828  0.209
H8 0.2510 -1.2958 -1.5904  0.166
H9 2.0054 -2.0254 -0.5568  0.232
H10 1.1032 0.1013 -2.3230  0.198
H11 -1.8930 -0.8324 -0.7037  0.216
H12 -2.1606 -0.8647 0.9191  0.211
H13 -0.6229 1.4763 0.9427  0.196

Forces on atoms 1 to 6 (eV/Å):
0.4 0.6 -0.2
3.0 0.0 1.0
-2.1 0.3 1.4
-6.1 8.4 2.2
-1.1 -1.5 -2.5
-0.4 -1.5 1.3

Results
HOMO-LUMO gap in Ha: 0.375
HOMO in eV: -9.34
M in g mol⁻¹: 167.2
Energy relative to the best compared isomer or geometry (same formula, charge and spin) in kJ/mol: 506.2
2S+1: 1

(7)
Here is the ion C8H13N4 with charge +1 in a non-equilibrium geometry from the OMol25 dataset. Energies are from ωB97M-V/def2-TZVPD.

Last column: natural (NBO) charge in e.
Positions of all 25 atoms, in Å:
C1 -1.9042 1.8750 -1.6807  -0.118
C2 -2.2146 0.7244 -0.9645  -0.037
C3 0.9318 1.0028 -1.1064  -0.026
C4 0.8831 -0.1182 -0.3197  -0.013
C5 -0.6292 2.5327 -1.9803  -0.301
C6 1.9552 -0.7819 0.3991  -0.275
C7 -0.5135 -1.8234 0.8306  -0.264
C8 0.3263 -1.8356 2.1093  -0.232
N1 0.0465 1.9265 -0.8851  -0.379
N2 -1.6506 -0.2377 -0.2917  -0.287
N3 -0.4090 -0.5805 -0.0073  -0.079
N4 1.4010 -0.8299 1.8154  -0.520
H1 -2.7410 2.5618 -1.6642  0.220
H2 -3.2998 0.4904 -0.7557  0.225
H3 1.5515 0.9283 -1.9601  0.181
H4 -0.0650 2.4616 -2.9017  0.210
H5 -0.8901 3.5563 -1.7747  0.239
H6 2.3329 -1.7838 -0.0932  0.258
H7 2.8789 -0.1270 0.3320  0.270
H8 -0.0816 -2.6443 0.1479  0.224
H9 -1.5881 -2.1721 0.9101  0.301
H10 -0.1140 -1.4099 3.0292  0.235
H11 0.6997 -2.8725 2.3035  0.253
H12 2.1802 -0.9116 2.5995  0.461
H13 0.9135 0.0687 1.9088  0.452

Forces on atoms 1 to 6 (eV/Å):
-1.5 -1.0 0.4
-1.8 1.4 -1.0
-0.8 1.3 -0.4
-3.2 -1.1 0.7
0.9 0.0 0.4
2.4 -1.2 -1.3

Results
HOMO-LUMO gap (alpha / beta) in Ha: 0.278 / 0.278
HOMO (alpha / beta) in eV: -11.20 / -11.20
M in g mol⁻¹: 165.2
Net charge: +1
Energy relative to the best compared isomer or geometry (same formula, charge and spin) in kJ/mol: 654.7
2S+1: 1

(8)
Here is a structure of composition C8H13N4O in a non-equilibrium geometry from the OMol25 dataset. Energies are from ωB97M-V/def2-TZVPD.

Last column: natural (NBO) charge in e.
Positions of all 26 atoms, in Å:
C1 1.0309 0.0528 0.6595  -0.103
C2 0.1104 -0.8492 0.2503  0.297
C3 1.4217 -0.4991 -1.4365  0.289
C4 1.9676 -0.5639 -2.8368  0.619
C5 -2.3048 -0.9500 1.2518  0.309
C6 -3.4318 -1.4521 2.0414  -0.677
C7 -2.3985 0.5020 0.7345  -0.667
C8 3.2199 0.7684 -0.1177  -0.427
N1 -1.3213 -1.7130 1.0731  -0.333
N2 1.8666 0.2035 -0.3702  -0.249
N3 0.3167 -1.1526 -1.0313  -0.460
N4 3.1920 -0.0205 -3.2051  -0.819
O1 1.1844 -1.0233 -3.6664  -0.541
H1 1.3026 0.6140 1.5530  0.259
H2 -4.3282 -1.4060 1.4783  0.244
H3 -3.5072 -1.0799 3.0499  0.260
H4 -3.2782 -2.6238 2.1608  0.247
H5 -3.4606 0.8099 0.9005  0.240
H6 -2.1187 0.5304 -0.3910  0.233
H7 -1.8110 1.0526 1.3512  0.228
H8 3.1886 1.6100 -0.8591  0.241
H9 3.2799 1.2959 0.8246  0.246
H10 4.0910 0.1949 -0.2793  0.237
H11 -0.1394 -1.8208 -1.6488  0.483
H12 4.0168 -0.2202 -2.7053  0.411
H13 3.1427 0.1036 -4.2104  0.434

Forces on atoms 1 to 6 (eV/Å):
-0.1 -0.2 1.3
-5.7 -2.0 3.0
1.5 0.3 0.3
-0.7 -0.5 -1.2
0.5 2.4 -0.8
0.5 -4.5 0.4

Results
HOMO-LUMO gap in Ha: 0.348
HOMO in eV: -13.50
M in g mol⁻¹: 181.2
Net charge: +1
Energy relative to the best compared isomer or geometry (same formula, charge and spin) in kJ/mol: 152.0
2S+1: 1